# C11H13Cl4F3O9

A cluster of 5 separate species, C11H13Cl4F3O9 in total (ωB97M-V with the def2-TZVPD basis set, OMol25).

Last columns: bonded neighbours and bond lengths (Å).
CARTESIAN COORDINATES (ANGSTROEM)
1 O 2.68 4.61 1.17  C2 1.180
2 C 2.76 3.61 0.55  O1 1.180, O3 1.341, O7 1.371
3 O 3.88 3.08 0.05  C2 1.341, C4 1.437
4 C 3.59 1.82 -0.60  O3 1.437, C5 1.523, H8 1.086, H9 1.090
5 C 2.12 1.59 -0.27  C4 1.523, F6 1.368, O7 1.400, H10 1.087
6 F 1.99 0.64 0.71  C5 1.368
7 O 1.68 2.82 0.23  C2 1.371, C5 1.400
8 H 3.83 1.86 -1.66  C4 1.086
9 H 4.21 1.07 -0.12  C4 1.090
10 H 1.48 1.31 -1.10  C5 1.087
11 O -2.90 -3.36 0.03  C12 1.183
12 C -2.42 -4.14 -0.72  O11 1.183, O13 1.347, O17 1.366
13 O -1.11 -4.47 -0.77  C12 1.347, C14 1.419
14 C -0.90 -5.27 -1.92  O13 1.419, C15 1.517, H18 1.094, H19 1.085
15 C -2.29 -5.80 -2.23  C14 1.517, F16 1.381, O17 1.389, H20 1.086
16 F -2.52 -6.99 -1.58  C15 1.381
17 O -3.12 -4.83 -1.67  C12 1.366, C15 1.389
18 H -0.55 -4.65 -2.75  C14 1.094
19 H -0.17 -6.06 -1.77  C14 1.085
20 H -2.48 -5.98 -3.28  C15 1.086
21 O -3.71 6.06 1.54  C22 1.182
22 C -2.70 5.44 1.50  O21 1.182, O23 1.346, O27 1.367
23 O -1.58 5.71 2.20  C22 1.346, C24 1.435
24 C -0.52 4.84 1.77  O23 1.435, C25 1.524, H28 1.086, H29 1.085
25 C -1.26 3.77 0.96  C24 1.524, F26 1.376, O27 1.397, H30 1.084
26 F -1.44 2.62 1.69  C25 1.376
27 O -2.52 4.34 0.72  C22 1.367, C25 1.397
28 H 0.15 5.41 1.14  C24 1.086
29 H -0.03 4.41 2.63  C24 1.085
30 H -0.79 3.50 0.02  C25 1.084
31 Cl -0.51 -1.22 2.11  C32 1.769
32 C -1.57 -0.76 0.77  Cl31 1.769, Cl33 1.766, H34 1.082, H35 1.083
33 Cl -0.71 -0.60 -0.76  C32 1.766
34 H -2.33 -1.53 0.67  C32 1.082
35 H -2.01 0.20 1.02  C32 1.083
36 Cl 2.02 -3.63 -1.36  C37 1.773
37 C 2.25 -2.54 0.01  Cl36 1.773, Cl38 1.761, H39 1.080, H40 1.083
38 Cl 3.94 -2.45 0.49  C37 1.761
39 H 1.93 -1.55 -0.28  C37 1.080
40 H 1.63 -2.89 0.82  C37 1.083

Properties
HOMO, hartree: -0.404
Energy above the lowest of the compared OMol25 structures with the same formula, charge and spin, kJ/mol: 0.0
Multiplicity: 1